{
  "formula": "C10H9CeN2O5",
  "method": "ωB97M-V/def2-TZVPD",
  "symbols": ["O", "C", "Ce", "C", "O", "C", "O", "C", "O", "C", "O", "H", "C", "C", "C", "C", "N", "N", "C", "H", "H", "H", "H", "H", "H", "H", "H"],
  "coordinates": [[2.1750, 0.7201, -3.0112], [1.4246, 1.0153, -2.1676], [0.0488, 1.7564, -0.7212], [-1.2952, 2.7035, 0.6068], [-2.0477, 3.1483, 1.3988], [0.1928, 4.0155, -1.7419], [-0.4105, 4.8230, -1.1016], [-1.5517, 1.3823, -2.0750], [-2.3294, 1.5184, -2.9331], [1.6907, 2.3450, 0.5016], [2.5593, 2.9727, 0.9639], [0.9117, 3.5844, -2.6704], [1.1649, -3.9159, -0.1219], [0.4958, -2.6613, 0.3131], [-0.3703, -2.4039, 1.3870], [-0.6958, -1.0369, 1.3241], [-0.0604, -0.4911, 0.2600], [0.6339, -1.4860, -0.3097], [-1.5601, -0.2563, 2.2097], [1.7482, -4.3329, 0.7301], [0.3953, -4.7056, -0.2760], [1.8245, -3.8624, -1.0296], [-0.7075, -3.0953, 2.0956], [1.1924, -1.3543, -1.1087], [-2.5277, -0.7752, 2.2407], [-1.1965, -0.4301, 3.2328], [-1.7049, 0.8224, 2.0037]],
  "e_above_lowest_ev": 6.2924,
  "e_lumo_ha": [-0.5650, -0.5646],
  "homo_energy_ev": [-19.55, -19.55],
  "total_charge": 3,
  "gap_ha": [0.153, 0.154]
}

=====

{
  "formula": "C10H9ClF3O10OsS",
  "method": "ωB97M-V/def2-TZVPD",
  "symbols": ["Os", "O", "Cl", "O", "O", "O", "C", "O", "C", "C", "C", "C", "C", "C", "O", "C", "O", "C", "H", "H", "H", "H", "H", "H", "H", "H", "H", "F", "C", "F", "F", "S", "O", "O", "O"],
  "coordinates": [[-1.8724, 0.1521, 0.3612], [-5.1473, 1.5162, 0.4270], [-3.9687, 1.7916, -0.2746], [-4.0755, 2.6463, -1.3733], [-2.8368, 2.1240, 0.6252], [-3.3827, 0.3537, -0.7993], [3.9906, 2.6451, -1.8592], [4.0469, 1.2156, -1.9310], [2.9766, 0.5113, -1.6012], [3.1022, -0.8876, -1.6997], [2.0415, -1.6836, -1.3835], [0.8033, -1.1597, -0.9418], [-0.2720, -2.0629, -0.6665], [-0.1594, -3.5325, -0.9158], [-1.3945, -1.7075, -0.2077], [0.7074, 0.2497, -0.8461], [-0.4135, 0.9219, -0.4564], [1.7722, 1.0661, -1.1727], [4.9679, 2.9913, -2.1754], [3.7985, 2.9702, -0.8364], [3.2256, 3.0330, -2.5323], [4.0446, -1.3009, -2.0292], [2.1600, -2.7537, -1.4690], [0.1580, -3.7364, -1.9375], [-1.1227, -3.9977, -0.7316], [0.5779, -3.9632, -0.2354], [1.6284, 2.1324, -1.0790], [-3.0634, 0.6560, 4.7958], [-1.9572, 0.7378, 4.0848], [-1.9550, 1.8543, 3.3666], [-0.8960, 0.7005, 4.8649], [-1.8872, -0.7025, 2.9319], [-1.8630, -1.8888, 3.6876], [-0.7029, -0.4164, 2.0285], [-3.0316, -0.4758, 1.9810]],
  "e_lumo_ha": [-0.2242, -0.2231],
  "homo_energy_ev": [-12.75, -12.77],
  "total_charge": 1,
  "gap_ha": [0.245, 0.246]
}

=====

{
  "formula": "C10H9ClINOV",
  "method": "ωB97M-V/def2-TZVPD",
  "symbols": ["V", "C", "H", "H", "H", "H", "H", "Cl", "C", "C", "C", "I", "C", "O", "C", "N", "C", "C", "C", "C", "H", "H", "H", "H"],
  "coordinates": [[-0.4080, -0.0956, -2.1124], [-0.1157, 0.1690, -4.2731], [0.9487, 0.1956, -4.0722], [-0.5319, -0.8337, -4.3434], [-0.3336, 0.7058, -5.2059], [-0.7873, 0.8754, -3.4623], [-1.2621, 1.2162, -2.6589], [0.5434, -0.5833, 4.7125], [0.4725, -0.9006, 3.0350], [0.7612, -2.1841, 2.5666], [0.7296, -2.4932, 1.2072], [1.1932, -4.4152, 0.5975], [0.3934, -1.4893, 0.2431], [0.3455, -1.7232, -1.0339], [0.0889, -0.1666, 0.7394], [-0.2458, 0.7560, -0.2034], [-0.5611, 2.0068, 0.1708], [-0.5069, 2.4002, 1.5155], [-0.1578, 1.4849, 2.4969], [0.1344, 0.1587, 2.1373], [1.0281, -2.9605, 3.2722], [-0.8618, 2.6766, -0.6402], [-0.7536, 3.4261, 1.7719], [-0.1132, 1.7738, 3.5398]],
  "s_squared": 3.769,
  "e_lumo_ha": [-0.0186, -0.0202],
  "homo_energy_ev": [-7.42, -7.58],
  "spin_multiplicity": 4,
  "gap_ha": [0.254, 0.258]
}

=====

{
  "formula": "C10H9ClNO",
  "method": "ωB97M-V/def2-TZVPD",
  "symbols": ["Cl", "C", "C", "O", "C", "N", "C", "C", "C", "C", "C", "C", "C", "H", "H", "H", "H", "H", "H", "H", "H", "H"],
  "coordinates": [[1.8054, -3.3995, 0.2847], [1.2858, -2.3201, -0.8854], [1.9392, -2.0735, -2.3473], [1.1941, -1.1071, -2.8250], [0.1902, -0.8358, -2.0689], [0.1892, -1.5634, -0.9617], [-0.7880, -1.3021, 0.1270], [-0.7264, 0.1529, 0.6379], [0.4009, 0.5132, 1.4398], [0.5774, 1.7920, 1.9515], [-0.2946, 2.7563, 1.4868], [-1.3984, 2.4302, 0.7647], [-1.5942, 1.1839, 0.2186], [2.8865, -2.3800, -2.6005], [-0.5732, -0.0426, -2.4402], [-0.6406, -1.9970, 1.0432], [-1.8447, -1.3866, -0.2383], [1.1174, -0.2881, 1.5575], [1.4953, 2.0953, 2.4976], [-0.3233, 3.7302, 1.9747], [-2.2738, 3.1751, 0.4788], [-2.6241, 0.8665, -0.0957]],
  "e_above_lowest_ev": 1.2021,
  "smiles": "Clc1coc[n+]1Cc1ccccc1",
  "e_lumo_ha": -0.1452,
  "homo_energy_ev": -12.89,
  "total_charge": 1,
  "gap_ha": 0.328
}

=====

{
  "formula": "C10H9ClNO4",
  "method": "ωB97M-V/def2-TZVPD",
  "symbols": ["Cl", "C", "C", "C", "C", "N", "H", "H", "H", "H", "H", "H", "H", "C", "C", "C", "O", "C", "C", "C", "O", "O", "O", "H", "H"],
  "coordinates": [[1.0745, -0.6696, -0.0175], [1.6211, -2.0235, -0.9839], [2.4065, -1.6843, -2.2340], [3.8025, -1.5179, -1.6027], [3.8089, -2.6925, -0.7050], [2.5580, -2.9165, -0.3378], [0.7544, -2.6190, -1.2492], [2.0373, -0.8363, -2.7805], [2.4706, -2.5622, -2.8614], [3.7351, -0.6753, -0.9035], [4.6607, -1.3437, -2.2303], [4.6589, -3.2563, -0.3840], [2.3123, -3.6418, 0.3189], [-3.9103, 2.8873, 2.1440], [-2.6631, 2.6413, 2.7358], [-1.6474, 1.9235, 1.8303], [-0.4863, 1.7028, 2.1856], [-2.0869, 1.4996, 0.5339], [-3.3379, 1.7300, -0.0578], [-4.3231, 2.5407, 0.8088], [-5.4276, 2.8712, 0.3799], [-3.6903, 1.3469, -1.1801], [-2.3202, 2.9468, 3.8868], [-4.6736, 3.3982, 2.7220], [-1.3343, 0.9505, -0.0183]],
  "e_lumo_ha": -0.0115,
  "homo_energy_ev": -2.11,
  "total_charge": -1,
  "gap_ha": 0.066
}

=====

{
  "formula": "C10H9MnN2O5Se",
  "method": "ωB97M-V/def2-TZVPD",
  "symbols": ["O", "C", "Mn", "O", "C", "C", "O", "C", "O", "C", "O", "H", "C", "N", "C", "C", "N", "C", "C", "Se", "H", "H", "H", "H", "H", "H", "H", "H"],
  "coordinates": [[-3.3522, -2.3191, -5.4827], [-2.5342, -1.6972, -4.9782], [-0.2922, 0.9323, -1.8777], [0.3456, -0.2957, -4.5400], [0.0685, 0.1309, -3.5005], [1.2561, 1.8424, -1.7251], [2.3098, 2.3492, -1.6613], [-1.3153, 1.3343, -0.4003], [-1.7152, 1.6713, 0.6453], [-1.1579, 2.2481, -2.7386], [-1.7140, 3.1055, -3.2944], [-1.7024, 0.1688, -1.9969], [-0.3838, -2.8599, 1.7217], [0.1336, -1.5536, 2.0472], [0.1693, -1.0564, 3.3318], [0.7396, 0.1718, 3.2627], [1.0246, 0.4058, 1.9313], [1.7018, 1.6016, 1.4746], [0.6644, -0.6599, 1.1643], [0.8819, -0.9870, -0.6564], [-0.2941, -2.9754, 0.6386], [-1.4353, -2.9268, 2.0334], [0.2042, -3.6293, 2.2424], [-0.1999, -1.6203, 4.1701], [0.9920, 0.9088, 4.0060], [1.9580, 2.1357, 2.3950], [2.6077, 1.3463, 0.9166], [1.0393, 2.2277, 0.8710]],
  "e_above_lowest_ev": 0.3518,
  "s_squared": 6.074,
  "e_lumo_ha": [-0.2525, -0.4151],
  "homo_energy_ev": [-14.89, -17.21],
  "spin_multiplicity": 5,
  "total_charge": 2,
  "gap_ha": [0.295, 0.217]
}

=====

{
  "formula": "C10H9N3OS",
  "method": "ωB97M-V/def2-TZVPD",
  "symbols": ["C", "O", "C", "C", "C", "C", "C", "N", "C", "N", "N", "C", "S", "C", "C", "H", "H", "H", "H", "H", "H", "H", "H", "H"],
  "coordinates": [[-3.6615, 1.6111, 1.1265], [-3.4227, 0.3973, 0.4862], [-2.1065, 0.2098, 0.0540], [-1.8377, -1.0457, -0.4884], [-0.5908, -1.3549, -1.0500], [0.4748, -0.5106, -0.7806], [1.9112, -0.9970, -1.2023], [2.8707, -1.0582, -0.1151], [2.7934, -2.1322, 0.6590], [2.5986, -3.0876, 1.2845], [3.4528, -0.0028, 0.4531], [4.0149, 1.0112, 0.1304], [4.8458, 2.3414, -0.0901], [0.2307, 0.6613, -0.0683], [-1.0226, 1.0823, 0.3088], [-2.9814, 2.1404, 1.7936], [-4.4991, 1.3207, 1.6467], [-3.8821, 2.3099, 0.3853], [-2.6656, -1.8338, -0.6164], [-0.3239, -2.2147, -1.5107], [1.7111, -1.9364, -1.4860], [2.1887, -0.2685, -1.9073], [0.9516, 1.3888, 0.2143], [-1.0504, 1.9681, 0.7727]],
  "e_above_lowest_ev": 2.2285,
  "smiles": "COc1ccc(CN(C#N)N=C=S)cc1",
  "e_lumo_ha": 0.0002,
  "homo_energy_ev": -8.84,
  "gap_ha": 0.325
}

=====

{
  "formula": "C10H9NO3",
  "method": "ωB97M-V/def2-TZVPD",
  "symbols": ["C", "C", "C", "C", "C", "C", "C", "C", "C", "C", "N", "O", "O", "O", "H", "H", "H", "H", "H", "H", "H", "H", "H"],
  "coordinates": [[-2.5570, -2.0106, 0.0196], [-1.9701, -1.7529, 1.2859], [-2.2710, -1.2034, -0.9696], [-0.9594, -0.8951, 1.4907], [-1.2831, -0.1029, -0.8828], [0.6566, 0.3260, 0.3956], [3.2050, -0.9113, 0.3004], [1.6990, 1.0667, 0.1100], [-0.9597, 0.7364, -1.8292], [1.4240, 2.6117, 0.1583], [-0.5487, -0.0860, 0.4298], [2.9384, 0.7003, -0.0467], [2.1121, -1.3639, 0.5479], [4.3713, -1.1108, 0.1678], [-3.2623, -2.8815, -0.0075], [-2.2983, -2.2022, 2.2255], [-2.7428, -1.2501, -2.0906], [-0.4494, -0.7184, 2.3939], [-1.2773, 0.7559, -2.8469], [-0.0695, 1.3369, -1.5675], [0.4655, 2.8998, -0.3527], [2.3171, 3.1075, -0.1639], [1.4598, 2.9479, 1.2322]],
  "e_above_lowest_ev": 0.0000,
  "s_squared": 2.036,
  "e_lumo_ha": [0.0127, -0.1019],
  "homo_energy_ev": [-6.71, -8.50],
  "spin_multiplicity": 3,
  "gap_ha": [0.259, 0.211]
}

=====

{
  "formula": "C10H9P3",
  "method": "ωB97M-V/def2-TZVPD",
  "symbols": ["H", "P", "C", "C", "P", "C", "C", "P", "C", "C", "C", "C", "C", "C", "H", "H", "H", "H", "H", "H", "H", "H"],
  "coordinates": [[1.6900, 0.8124, -1.7934], [1.0545, 1.6473, -0.4261], [2.4291, 1.6167, 0.5172], [3.8021, 1.0701, 0.3082], [4.1782, -0.5160, 0.2936], [2.4690, -1.0288, 0.3210], [1.5387, -1.7253, 0.3559], [0.2058, -2.8719, 0.3795], [-0.9669, -1.4807, 0.2689], [-1.4061, -1.0697, -1.0287], [-2.0876, 0.0966, -1.2372], [-2.4289, 0.8799, -0.0842], [-2.2701, 0.3567, 1.1531], [-1.5155, -0.7901, 1.3498], [2.3270, 2.3370, 1.2515], [4.7061, 1.6710, 0.1276], [0.1673, -2.6643, 1.9154], [-1.2585, -1.6990, -1.8858], [-2.2060, 0.3966, -2.1884], [-3.1241, 1.6262, -0.4392], [-2.7570, 0.7125, 2.0991], [-1.2973, -1.0191, 2.3562]],
  "e_above_lowest_ev": 1.0787,
  "smiles": "[H]/P=C\\C=P/C#CPc1ccccc1",
  "e_lumo_ha": -0.0113,
  "homo_energy_ev": -8.60,
  "gap_ha": 0.305
}